C15H15AuClN4S | ωB97M-V with the def2-TZVPD basis set

XYZ file:
```
37
Properties=species:S:1:pos:R:3:lowdin_charge:R:1
H 5.11107 -0.55894 -2.16586 0.117
H 4.28803 1.69360 -2.76953 0.113
H 0.38327 0.97741 0.97607 0.113
H -0.94352 0.18073 -4.15296 0.127
N -0.63733 0.55020 -0.82346 -0.021
C 3.48088 -0.96558 -0.82678 -0.057
C -0.91977 -0.09601 -3.10889 -0.006
H -1.36928 -2.71382 -1.01033 0.123
C -1.11377 -1.41912 -2.69699 0.010
Cl 2.04561 3.15783 -1.96211 0.734
H 0.35655 2.30501 -0.17984 0.085
H 1.75066 -1.07837 0.43096 0.120
H -0.67583 -2.92058 1.40323 0.091
N -1.61511 0.16893 1.67606 -0.090
C -0.63787 0.83460 -2.16079 -0.039
N -1.82970 0.07502 2.95360 -0.002
C -1.56670 -2.30019 1.52972 -0.013
C -2.43693 1.12751 3.55183 -0.822
C 2.56560 1.55895 -1.51003 -0.586
C -1.17890 -1.70793 -1.35611 0.029
H -2.21650 0.15039 5.31414 0.121
C -1.37732 -0.90990 0.98091 -0.275
N -2.57999 0.97485 4.86260 0.100
C 3.74004 1.07878 -2.06754 -0.087
C 4.19354 -0.18664 -1.72858 -0.054
C -1.04017 -0.69750 -0.40379 -0.153
Au -2.41354 2.18511 0.67813 0.504
H -0.35611 1.85148 -2.40573 0.115
H -1.79365 -2.23153 2.58779 0.069
S -3.04318 2.62127 2.89714 0.555
C 1.82584 0.79012 -0.61189 -0.229
H -2.39890 -2.79877 1.02641 0.092
C 2.30721 -0.47488 -0.28034 -0.026
H -1.22170 -2.20324 -3.43496 0.130
H -3.01333 1.69758 5.40989 0.100
C 0.49277 1.23316 -0.06968 -0.101
H 3.83801 -1.94953 -0.55229 0.113
```

Results
HOMO energy (alpha / beta) (eV): -11.24 / -11.24
Total charge: +1
Gap between HOMO and LUMO (alpha / beta) (eV): 6.481 / 6.480

=====

C2H2S4 | ωB97M-V with the def2-TZVPD basis set

XYZ file:
```
8
Properties=species:S:1:pos:R:3:lowdin_charge:R:1
H -3.06330 -0.02625 -0.03607 -0.044
S -1.92347 -0.95232 0.16013 0.648
C -0.52264 0.22123 -0.13058 -1.173
H 1.96068 1.46739 0.80257 -0.073
C 0.77530 -0.59665 -0.04066 -1.255
S 2.37524 0.23424 0.11142 0.653
S 0.80543 -2.22509 -0.44410 0.619
S -0.40724 1.87746 -0.42272 0.625
```

Results
SMILES string: S=C(S)C(=S)S
HOMO energy (eV): -8.90
Total charge: 0
Gap between HOMO and LUMO (eV): 6.783

=====

C18H27MnO7 | ωB97M-V with the def2-TZVPD basis set

XYZ file:
```
53
Properties=species:S:1:pos:R:3:lowdin_spin:R:1
C -2.31383 1.29194 1.48439 0.002
C -3.42214 -2.64394 -2.93197 0.003
H -1.52938 2.16024 -1.60742 0.000
C -2.65274 -2.96727 -0.64264 0.004
H 1.35213 0.55179 3.75822 0.000
H -0.10255 3.89989 -1.11241 0.000
H -0.34014 0.16281 4.27712 0.001
O -1.66097 1.26918 0.18310 0.034
H -4.43299 -3.88480 -1.38026 0.000
O 1.50401 -1.27419 1.76182 0.029
H -1.66033 1.58962 3.55029 0.000
H 3.93863 2.15502 0.02160 0.001
H 2.24989 3.15976 0.86558 0.000
C 2.93919 -1.27251 1.87671 0.003
H 3.27062 -0.64784 2.67334 0.000
H -0.93668 2.75104 2.31504 0.000
H -1.93688 -1.82346 -4.18966 0.000
C 3.35488 -0.66919 0.52527 0.002
C 0.62553 -1.41591 -3.82078 0.002
H 1.65497 -1.11679 -3.82497 0.000
H 3.13758 -1.26230 -0.36964 0.000
H -2.47803 3.05559 -0.32369 0.001
C -0.02166 -1.25262 -2.50619 0.008
H -4.11860 -2.78059 -3.70422 0.000
C -1.55963 -2.05409 -0.80558 0.007
H 3.19704 1.41190 -1.46286 0.000
O -0.87559 -1.72263 0.24551 0.054
O 2.62499 0.57814 0.37408 0.028
H -0.24937 3.75459 0.71277 0.000
H 2.28538 3.61048 -0.83731 0.001
H 4.36475 -0.31969 0.56432 0.000
C -1.25914 1.69591 2.53664 0.003
H 0.64037 -2.47509 -4.05707 0.000
C 0.41521 0.09548 3.47406 0.003
C -1.63905 2.45915 -0.57400 0.003
C 3.08098 1.66261 -0.41510 0.002
H 3.30580 -2.29702 2.06986 0.001
O 0.61680 -0.58917 -1.62604 0.046
O 0.73642 2.27845 -0.35772 0.028
H -2.74715 -3.40491 0.34067 0.000
H 0.14389 -0.89534 -4.68860 0.000
C 2.04206 2.73516 -0.18724 0.002
H 1.18693 -1.90352 3.72746 0.000
O -0.16216 0.77462 2.36036 0.033
C -3.60171 -3.19412 -1.62873 0.001
H -2.76018 0.28145 1.65845 0.000
C -2.21102 -2.06277 -3.18585 0.000
H -0.20614 -1.66252 2.66678 0.000
C 0.72059 -1.29460 2.98032 0.002
C -0.30798 3.21657 -0.29710 0.002
H -3.21176 1.97520 1.44666 0.001
C -1.26792 -1.75484 -2.21225 0.004
Mn 0.27705 0.06512 0.29889 4.690
```

Results
Expectation value of S²: 8.7524
HOMO energy (alpha / beta) (eV): -10.03 / -10.09
Total charge: +1
Gap between HOMO and LUMO (alpha / beta) (eV): 8.080 / 8.044
2S+1: 6

=====

C3H11N3 | ωB97M-V with the def2-TZVPD basis set

XYZ file:
```
17
Properties=species:S:1:pos:R:3:lowdin_spin:R:1
H 3.04647 -0.02325 1.21736 0.007
H -0.17312 0.09591 -0.26466 0.017
H -3.58539 1.03478 -0.63794 0.000
H -1.70208 1.57915 -2.21213 0.000
N -1.13295 0.40518 -0.49712 0.028
H -1.72800 -0.38370 -0.71667 0.003
H 0.71242 -2.25723 -0.55857 0.059
C 1.25756 -1.48502 -0.05139 0.353
H 3.84576 -1.72235 0.81306 0.024
N 1.72000 -1.66650 1.19729 0.393
C -1.69775 1.65794 -1.13618 0.005
H 1.71072 -0.64060 -0.60991 0.043
H 3.32551 -1.46364 2.43998 0.001
H -3.11373 2.54347 0.10720 0.000
N -3.06748 1.90591 -0.68139 0.003
H -1.05963 2.45178 -0.68326 0.001
C 3.14547 -1.11219 1.40663 0.061
```

Results
Expectation value of S²: 0.7538
HOMO energy (alpha / beta) (eV): 0.26 / -2.69
Total charge: -1
Gap between HOMO and LUMO (alpha / beta) (eV): 3.668 / 6.608
2S+1: 2

=====

C3H3O3 | ωB97M-V with the def2-TZVPD basis set

XYZ file:
```
9
Properties=species:S:1:pos:R:3:lowdin_spin:R:1
O 1.22426 -0.83528 -0.14577 0.318
C 0.41922 -1.12903 0.82276 0.652
C -0.45962 0.51340 -0.29218 0.259
H 0.70824 -1.93135 1.66364 0.017
H 1.20135 0.58508 -1.72157 0.008
C 0.72131 0.19719 -0.85069 0.350
H -1.79891 1.63172 0.25770 0.004
O -0.66593 -0.40493 0.86185 0.222
O -1.34993 1.37320 -0.59574 0.171
```

Results
Expectation value of S²: 2.0066
HOMO energy (alpha / beta) (eV): -11.74 / -18.85
Total charge: +1
Gap between HOMO and LUMO (alpha / beta) (eV): 7.310 / 9.835
2S+1: 3

=====

C2H6N3 | ωB97M-V with the def2-TZVPD basis set

XYZ file:
```
11
Properties=species:S:1:pos:R:3:lowdin_charge:R:1
N 0.05719 0.17140 0.27434 0.034
N -1.05717 -0.10390 0.37721 0.163
H -2.62298 0.98177 -0.39685 0.095
H 2.32354 -0.89997 -0.87128 0.110
C 2.41496 0.00106 -0.23045 -0.016
H -3.05330 -0.18030 1.01832 0.138
H 3.16924 -0.35725 0.62984 0.155
H -2.78279 -0.69609 -0.72450 0.089
H 2.84190 0.87930 -0.59821 0.072
N 1.20341 0.20664 0.48687 0.118
C -2.49400 -0.00265 0.03473 0.041
```

Results
SMILES string: CN=[N+]=NC
HOMO energy (eV): -15.69
Total charge: +1
Gap between HOMO and LUMO (eV): 10.676

=====

Number 1: E -48801.4562 eV. Number 2: E -45445.2958 eV. Number 3: E -64750.4386 eV. Number 4: E -7756.2798 eV. Number 5: E -9288.8366 eV. Number 6: E -6630.2825 eV.